{"formula": "C5H5NOS", "method": "ωB97M-V/def2-TZVPD", "symbols": ["C", "C", "C", "C", "C", "H", "H", "H", "H", "H", "N", "O", "S"], "positions_angstrom": [[-0.743, -0.624, 1.128], [-1.117, -0.095, -0.242], [0.534, -0.956, 0.370], [1.097, 0.494, 0.065], [-0.191, 1.088, -0.366], [-2.139, -0.082, -0.553], [1.200, -1.824, 0.472], [1.850, 0.950, 0.721], [0.757, 0.121, -2.007], [-0.470, 2.126, -0.120], [0.902, 0.869, -1.296], [-0.336, -1.183, -0.783], [-1.343, -0.885, 2.610]], "gap_ev": 8.84, "e_above_lowest_kcal_mol": 89.52, "charge": 0, "e_homo_ev": -8.97, "e_tot_ev": -19635.110}

---

{"formula": "C37H44CoN5SbSe5", "method": "ωB97M-V/def2-TZVPD", "symbols": ["Co", "C", "C", "C", "C", "C", "C", "C", "N", "C", "N", "C", "C", "C", "C", "C", "C", "C", "N", "C", "C", "C", "C", "C", "C", "C", "H", "H", "H", "H", "H", "H", "H", "H", "H", "H", "H", "H", "H", "H", "H", "H", "H", "H", "H", "H", "H", "H", "C", "C", "C", "C", "N", "C", "Se", "N", "C", "C", "C", "C", "C", "C", "C", "C", "C", "C", "H", "H", "H", "H", "H", "H", "H", "H", "H", "H", "H", "H", "H", "H", "H", "H", "H", "H", "H", "H", "H", "H", "Se", "Sb", "Se", "Se", "Se"], "positions_angstrom": [[0.505, -0.738, -0.461], [2.589, -2.462, 3.795], [2.179, -1.551, 4.909], [2.126, -2.015, 6.224], [1.810, -1.183, 7.288], [1.527, 0.155, 7.059], [1.540, 0.636, 5.760], [1.859, -0.201, 4.692], [1.888, 0.338, 3.385], [1.032, -0.007, 2.354], [0.053, -0.864, 2.685], [-1.106, -1.224, 1.946], [-1.122, -1.169, 0.548], [-2.340, -1.518, -0.047], [-3.446, -1.932, 0.678], [-3.366, -2.013, 2.060], [-2.196, -1.657, 2.714], [-2.106, -1.761, 4.215], [1.158, 0.508, 1.172], [2.113, 1.512, 0.930], [1.620, 2.783, 0.614], [2.471, 3.817, 0.261], [3.840, 3.594, 0.217], [4.333, 2.334, 0.523], [3.502, 1.272, 0.879], [4.092, -0.080, 1.155], [3.056, -3.367, 4.177], [3.289, -1.971, 3.117], [1.751, -2.782, 3.172], [2.366, -3.056, 6.406], [1.790, -1.580, 8.297], [1.281, 0.817, 7.881], [1.289, 1.670, 5.549], [2.417, 1.180, 3.227], [0.046, -1.135, 3.653], [-2.422, -1.466, -1.126], [-4.364, -2.207, 0.170], [-4.213, -2.363, 2.643], [-3.053, -2.111, 4.626], [-1.877, -0.799, 4.687], [-1.333, -2.473, 4.528], [0.547, 2.918, 0.613], [2.065, 4.789, 0.006], [4.518, 4.390, -0.068], [5.402, 2.148, 0.467], [4.949, -0.271, 0.508], [3.375, -0.883, 0.975], [4.440, -0.151, 2.190], [2.598, 1.115, -5.794], [3.380, 2.039, -4.861], [2.669, 2.348, -3.542], [2.774, 1.282, -2.457], [2.274, -0.021, -2.844], [0.971, -0.445, -2.735], [-0.431, 0.680, -2.292], [0.925, -1.697, -3.299], [-0.207, -2.612, -3.209], [-0.652, -3.116, -4.581], [-1.114, -2.009, -5.530], [-2.432, -1.368, -5.105], [2.220, -2.139, -3.518], [2.718, -3.392, -3.851], [4.091, -3.508, -3.981], [4.938, -2.419, -3.783], [4.444, -1.181, -3.411], [3.069, -1.070, -3.263], [3.042, 1.101, -6.792], [1.563, 1.456, -5.887], [2.574, 0.087, -5.430], [3.560, 2.986, -5.381], [4.370, 1.614, -4.659], [1.610, 2.540, -3.735], [3.077, 3.264, -3.103], [2.222, 1.611, -1.581], [3.812, 1.142, -2.150], [-1.011, -2.067, -2.723], [0.083, -3.430, -2.547], [-1.472, -3.822, -4.415], [0.151, -3.691, -5.044], [-1.212, -2.422, -6.539], [-0.337, -1.241, -5.585], [-3.217, -2.124, -5.007], [-2.766, -0.629, -5.838], [-2.331, -0.856, -4.146], [2.081, -4.262, -3.910], [4.515, -4.485, -4.173], [6.009, -2.560, -3.858], [5.109, -0.355, -3.195], [5.198, -4.005, 0.081], [3.006, -5.029, 0.103], [1.631, -2.690, -0.188], [2.405, -6.363, -1.834], [2.306, -5.957, 2.225]], "gap_ev": [5.25, 5.28], "e_above_lowest_kcal_mol": 4.17, "charge": -2, "s2": 1.13, "e_homo_ev": [-1.35, -1.37], "spin_multiplicity": 2, "e_tot_ev": -417434.754}